Below is a structure of composition C3H19O6S at a distorted geometry, with properties calculated with ωB97M-V/def2-TZVPD.

## Properties
Charge: 0
HOMO energy (spin up / spin down) in eV: -10.8 / -10.8
Maximum force in eV/Å: 2.9
Multiplicity: 2
Frontier orbital gap (spin up / spin down) in eV: 10.77 / 6.82
⟨S²⟩: 0.753
Electronic energy in Ha: -975.2619

Cartesian coordinates (Å):
C1 -0.37307 -0.11583 -1.31291
C2 -0.50140 1.38344 -1.59614
C3 0.31982 2.23801 -0.62735
S1 -0.33675 2.24288 1.06488
H1 0.67067 -0.41225 -1.31484
H2 -0.90127 -0.67670 -2.09372
H3 -0.84344 -0.37367 -0.36975
H4 -0.15575 1.65454 -2.59711
H5 -1.54775 1.69093 -1.58531
H6 0.37395 3.28490 -0.94360
H7 1.36992 1.90883 -0.58155
H8 3.01949 0.08006 -1.13210
H9 2.20099 0.81246 -2.25040
O1 3.08439 0.52292 -2.01581
H10 1.93598 -0.30483 0.84172
H11 2.53711 -1.55442 0.16684
O2 2.73087 -0.61971 0.35311
H12 0.14139 0.72991 1.50522
H13 0.83517 -0.26762 2.76578
O3 0.42921 -0.33620 1.89602
H14 -2.52271 -0.15099 2.76613
H15 -1.23631 -0.84923 2.18811
O4 -2.20985 -0.97941 2.38032
H16 -3.16604 -1.08460 0.88186
H17 -3.45458 -0.15668 -0.29687
O5 -3.73458 -1.00627 0.07779
H18 -0.00227 -2.91678 0.07322
H19 0.55453 -1.97270 1.14521
O6 0.78225 -2.77099 0.61124